(1)
C38H58BaMnN8O4 | the ωB97M-V functional and the def2-TZVPD basis

Geometry (Å):
1 Ba -0.192 -8.546 24.806
2 Mn 3.876 -6.565 17.358
3 C 3.356 -7.707 21.470
4 C 2.192 -7.676 22.438
5 C 0.844 -7.033 21.808
6 O -0.178 -7.052 22.515
7 C 0.829 -6.597 20.426
8 C 1.938 -6.689 19.632
9 C 3.228 -7.305 20.166
10 O 4.304 -7.392 19.418
11 O 1.853 -6.245 18.432
12 O 2.185 -8.046 23.659
13 H 4.253 -8.248 21.733
14 H -0.100 -6.140 20.116
15 C -2.627 -9.519 19.124
16 C -1.588 -9.700 17.996
17 C -0.824 -8.416 17.754
18 C -1.615 -7.425 17.061
19 N -2.227 -6.566 16.614
20 H -3.396 -8.821 18.792
21 H -2.098 -9.098 19.979
22 H -3.025 -10.496 19.397
23 H -2.124 -10.035 17.108
24 H -0.831 -10.464 18.174
25 H 0.072 -8.538 17.146
26 H -0.493 -7.978 18.696
27 C 6.875 -7.160 26.281
28 C 5.942 -7.659 25.159
29 C 5.167 -6.480 24.488
30 C 4.494 -5.573 25.415
31 N 3.973 -4.841 26.138
32 H 7.739 -6.605 25.915
33 H 7.172 -8.093 26.760
34 H 6.353 -6.484 26.958
35 H 5.166 -8.322 25.542
36 H 6.510 -8.254 24.443
37 H 4.431 -6.955 23.839
38 H 5.804 -5.915 23.808
39 C -0.216 -1.842 19.303
40 C -0.351 -3.204 18.585
41 C -0.538 -3.052 17.126
42 C -1.680 -2.234 16.746
43 N -2.512 -1.544 16.429
44 H -1.093 -1.196 19.269
45 H 0.607 -1.197 18.997
46 H -0.073 -1.997 20.372
47 H -1.175 -3.761 19.033
48 H 0.507 -3.858 18.747
49 H -0.637 -3.997 16.593
50 H 0.342 -2.549 16.726
51 C 2.916 -11.181 20.303
52 C 1.924 -11.342 19.187
53 C 2.331 -12.370 18.141
54 C 2.486 -13.781 18.553
55 N 2.584 -14.871 18.922
56 H 3.152 -12.161 20.717
57 H 2.466 -10.510 21.034
58 H 3.835 -10.747 19.910
59 H 1.655 -10.346 18.834
60 H 1.019 -11.745 19.640
61 H 3.270 -12.076 17.671
62 H 1.631 -12.358 17.306
63 C 7.458 -9.575 18.734
64 C 6.238 -10.483 19.014
65 C 6.456 -12.005 19.009
66 C 7.743 -12.382 19.632
67 N 8.772 -12.685 20.120
68 H 8.297 -9.872 19.362
69 H 7.262 -8.515 18.897
70 H 7.729 -9.644 17.680
71 H 5.507 -10.320 18.222
72 H 5.822 -10.048 19.923
73 H 6.560 -12.330 17.974
74 H 5.730 -12.568 19.596
75 C -4.506 -5.835 19.311
76 C -3.206 -5.927 20.149
77 C -3.470 -6.512 21.575
78 C -4.518 -5.805 22.333
79 N -5.378 -5.261 22.847
80 H -4.967 -6.818 19.214
81 H -4.292 -5.546 18.282
82 H -5.143 -5.083 19.776
83 H -2.712 -4.962 20.265
84 H -2.465 -6.432 19.529
85 H -2.531 -6.382 22.112
86 H -3.630 -7.587 21.490
87 C 8.929 -4.856 20.353
88 C 8.079 -6.092 20.189
89 C 7.495 -6.630 21.481
90 C 8.450 -6.838 22.610
91 N 9.177 -6.975 23.524
92 H 9.738 -4.907 21.081
93 H 8.343 -3.983 20.640
94 H 9.285 -4.613 19.352
95 H 8.686 -6.845 19.687
96 H 7.251 -5.827 19.531
97 H 6.848 -7.500 21.376
98 H 6.817 -5.814 21.732
99 C 2.924 -13.349 24.551
100 C 3.194 -12.308 23.478
101 C 3.877 -11.020 24.083
102 C 3.057 -10.473 25.220
103 N 2.511 -10.092 26.150
104 H 3.865 -13.769 24.905
105 H 2.432 -14.227 24.130
106 H 2.333 -12.941 25.370
107 H 2.206 -12.139 23.048
108 H 3.811 -12.714 22.676
109 H 3.824 -10.222 23.342
110 H 4.910 -11.134 24.411

The spin multiplicity is 6. Its expectation value of S² is 8.75. The HOMO energy (alpha / beta) is -14.8 / -14.8 eV. The net charge is +2.

---

(2)
C38H58N3O5RuSSeSi3 | the ωB97M-V functional and the def2-TZVPD basis

Geometry (Å):
1 Ru 0.548 -1.413 0.060
2 O 2.275 -1.665 1.694
3 C 2.603 -0.844 2.547
4 C 1.734 0.069 3.235
5 C 2.199 0.665 4.411
6 C 1.360 1.418 5.192
7 C 0.006 1.565 4.850
8 C -0.461 1.014 3.692
9 C 0.393 0.315 2.791
10 O -0.058 -0.006 1.632
11 N 1.866 2.033 6.410
12 O 3.042 1.876 6.681
13 O 1.083 2.685 7.078
14 H 3.657 -0.824 2.874
15 H 3.222 0.516 4.733
16 H -0.643 2.123 5.511
17 H -1.503 1.106 3.413
18 C -0.541 -2.913 2.976
19 O -0.554 -2.848 1.555
20 Si -0.385 -4.188 0.549
21 C -1.992 -5.158 0.676
22 C 0.994 -5.280 1.214
23 C 0.037 -3.155 -0.991
24 Si 1.416 -3.901 -2.083
25 C 2.978 -4.056 -1.028
26 C 1.715 -2.848 -3.618
27 C 0.876 -5.625 -2.638
28 Si -1.551 -2.597 -1.915
29 C -2.312 -4.115 -2.741
30 C -2.764 -1.825 -0.669
31 C -1.265 -1.360 -3.321
32 H -1.221 -3.695 3.320
33 H -0.872 -1.958 3.379
34 H 0.464 -3.129 3.346
35 H -2.017 -5.674 1.639
36 H -2.080 -5.924 -0.097
37 H -2.875 -4.521 0.618
38 H 0.617 -5.864 2.056
39 H 1.843 -4.687 1.560
40 H 1.357 -5.984 0.464
41 H 2.967 -3.341 -0.203
42 H 3.869 -3.871 -1.626
43 H 3.076 -5.054 -0.597
44 H 1.583 -1.785 -3.420
45 H 1.032 -3.127 -4.423
46 H 2.734 -2.992 -3.985
47 H 0.312 -6.158 -1.870
48 H 1.759 -6.222 -2.878
49 H 0.259 -5.577 -3.537
50 H -2.312 -5.001 -2.107
51 H -1.758 -4.352 -3.651
52 H -3.346 -3.905 -3.026
53 H -3.460 -2.569 -0.276
54 H -3.358 -1.049 -1.155
55 H -2.238 -1.382 0.178
56 H -0.929 -1.862 -4.228
57 H -0.531 -0.588 -3.085
58 H -2.210 -0.861 -3.552
59 S 2.083 0.112 -0.920
60 C 3.419 -0.297 -2.006
61 C 4.543 -0.921 -1.479
62 C 5.634 -1.166 -2.297
63 C 5.608 -0.778 -3.630
64 C 4.498 -0.119 -4.139
65 C 3.401 0.129 -3.331
66 H 4.557 -1.205 -0.435
67 H 6.509 -1.656 -1.889
68 H 6.457 -0.984 -4.268
69 H 4.489 0.208 -5.171
70 H 2.533 0.645 -3.722
71 C -0.363 5.173 -1.884
72 C 1.135 4.936 -1.694
73 C 1.585 4.780 -0.238
74 C 1.258 3.439 0.429
75 N -0.142 3.262 0.788
76 C -1.011 2.381 0.259
77 Se -0.661 1.190 -1.132
78 N -2.207 2.530 0.866
79 C -3.427 1.775 0.605
80 C -4.520 2.618 -0.058
81 C -4.237 3.022 -1.505
82 C -4.251 1.842 -2.478
83 C -2.099 3.529 1.824
84 C -3.012 4.038 2.738
85 C -2.560 5.023 3.597
86 C -1.237 5.475 3.558
87 C -0.326 4.962 2.654
88 C -0.784 3.986 1.781
89 H -0.577 5.386 -2.931
90 H -0.703 6.024 -1.290
91 H -0.944 4.297 -1.607
92 H 1.670 5.791 -2.110
93 H 1.441 4.056 -2.268
94 H 1.174 5.601 0.355
95 H 2.673 4.869 -0.203
96 H 1.840 3.345 1.350
97 H 1.543 2.624 -0.230
98 H -3.788 1.399 1.564
99 H -3.165 0.922 -0.018
100 H -4.683 3.516 0.544
101 H -5.446 2.038 -0.034
102 H -3.281 3.548 -1.567
103 H -5.009 3.731 -1.807
104 H -3.357 1.226 -2.380
105 H -4.281 2.200 -3.507
106 H -5.130 1.214 -2.314
107 H -4.027 3.669 2.793
108 H -3.246 5.447 4.318
109 H -0.918 6.238 4.254
110 H 0.703 5.295 2.646

The spin multiplicity is 5. Its expectation value of S² is 6.04. The HOMO energy (alpha / beta) is -10.8 / -11.0 eV. The net charge is +1.

---

(3)
C38H58N8O8P2 | the ωB97M-V functional and the def2-TZVPD basis

Geometry (Å):
1 C 3.554 -2.621 -0.178
2 O 4.490 -2.854 -1.268
3 P 4.247 -2.148 -2.667
4 O 4.084 -0.682 -2.578
5 O 5.456 -2.700 -3.521
6 C 6.675 -1.964 -3.203
7 O 2.922 -2.652 -3.436
8 C 2.579 -4.057 -3.566
9 H 4.108 -2.042 0.565
10 H 3.194 -3.590 0.138
11 H 2.671 -2.173 -0.559
12 H 6.849 -1.816 -2.129
13 H 6.735 -1.007 -3.691
14 H 7.525 -2.470 -3.571
15 H 3.384 -4.589 -4.032
16 H 1.676 -4.057 -4.122
17 H 2.413 -4.572 -2.596
18 C -2.637 -0.112 -3.639
19 O -2.679 0.444 -2.281
20 P -3.727 1.249 -1.505
21 O -3.383 1.416 -0.076
22 O -5.105 0.448 -1.742
23 C -6.200 0.840 -0.915
24 O -3.803 2.612 -2.283
25 C -2.734 3.559 -2.032
26 H -3.100 0.643 -4.282
27 H -3.207 -1.024 -3.688
28 H -1.565 -0.352 -3.757
29 H -7.119 0.541 -1.442
30 H -6.327 1.929 -0.870
31 H -6.181 0.398 0.074
32 H -3.063 4.119 -1.176
33 H -2.662 4.122 -2.930
34 H -1.809 3.071 -1.795
35 N 5.177 1.368 -0.981
36 C 5.357 0.657 0.185
37 C 5.794 1.452 1.138
38 C 5.752 2.820 0.643
39 C 5.359 2.752 -0.659
40 H 4.860 0.872 -1.842
41 H 5.383 -0.402 0.148
42 H 6.200 1.220 2.121
43 H 6.116 3.663 1.123
44 H 5.230 3.456 -1.417
45 N -1.045 -2.258 -1.502
46 C -1.894 -3.121 -0.901
47 C -2.450 -3.923 -1.865
48 C -1.940 -3.497 -3.111
49 C -1.030 -2.516 -2.862
50 H -0.481 -1.612 -1.034
51 H -2.076 -2.853 0.150
52 H -3.176 -4.682 -1.811
53 H -1.926 -4.032 -4.058
54 H -0.289 -1.972 -3.480
55 N -4.388 -0.167 2.214
56 C -5.095 0.030 3.369
57 C -5.927 -1.027 3.539
58 C -5.696 -1.910 2.493
59 C -4.787 -1.344 1.653
60 H -3.828 0.542 1.839
61 H -4.864 0.884 4.015
62 H -6.657 -1.142 4.348
63 H -6.298 -2.759 2.363
64 H -4.463 -1.617 0.648
65 N -4.063 3.354 2.715
66 C -3.623 3.962 3.881
67 C -2.717 4.950 3.511
68 C -2.753 5.062 2.085
69 C -3.566 4.040 1.635
70 H -4.564 2.458 2.588
71 H -4.039 3.694 4.849
72 H -2.230 5.649 4.143
73 H -2.223 5.625 1.350
74 H -3.912 3.785 0.669
75 N 1.885 -1.509 4.582
76 C 2.223 -2.342 3.521
77 C 3.497 -2.757 3.768
78 C 3.970 -2.055 4.938
79 C 2.947 -1.252 5.378
80 H 1.032 -0.952 4.627
81 H 1.574 -2.631 2.729
82 H 4.106 -3.471 3.239
83 H 4.996 -2.138 5.192
84 H 2.792 -0.583 6.206
85 N -1.546 -1.631 4.466
86 C -1.196 -0.723 3.448
87 C -0.753 0.394 4.125
88 C -0.924 0.192 5.520
89 C -1.413 -1.121 5.690
90 H -1.913 -2.542 4.243
91 H -1.214 -1.008 2.390
92 H -0.446 1.301 3.646
93 H -0.703 0.949 6.264
94 H -1.550 -1.637 6.593
95 N 1.711 0.310 -4.504
96 C 1.096 1.606 -4.606
97 C 0.144 1.483 -5.615
98 C 0.325 0.199 -6.223
99 C 1.286 -0.478 -5.521
100 H 2.552 0.069 -3.935
101 H 1.528 2.398 -3.986
102 H -0.473 2.283 -5.932
103 H -0.267 -0.317 -7.007
104 H 1.588 -1.449 -5.576
105 N 2.363 1.947 0.620
106 C 1.818 1.257 -0.422
107 C 0.434 1.536 -0.398
108 C 0.220 2.448 0.659
109 C 1.450 2.755 1.179
110 H 3.341 1.994 0.912
111 H 2.381 0.491 -0.996
112 H -0.298 1.133 -1.108
113 H -0.655 3.015 0.771
114 H 1.602 3.474 1.990

The HOMO energy is -7.8 eV. The SMILES is COP(=O)(OC)OC.COP(=O)(OC)OC.c1cc[nH]c1.c1cc[nH]c1.c1cc[nH]c1.c1cc[nH]c1.c1cc[nH]c1.c1cc[nH]c1.c1cc[nH]c1.c1cc[nH]c1. The net charge is 0.

---

(4)
C38H59N7O5PSY | the ωB97M-V functional and the def2-TZVPD basis

Geometry (Å):
1 Y -14.181 17.811 8.460
2 C -16.031 18.047 0.624
3 C -14.813 17.433 1.324
4 C -14.649 15.971 0.738
5 C -13.514 18.109 1.110
6 C -15.033 17.269 2.865
7 C -14.301 17.980 3.754
8 C -14.348 17.682 5.099
9 N -13.457 18.189 6.109
10 C -12.232 18.731 5.890
11 C -11.540 18.874 4.715
12 C -10.266 19.440 4.678
13 C -9.767 19.926 5.895
14 C -10.553 20.045 7.041
15 C -11.765 19.446 7.109
16 O -12.543 19.446 8.231
17 C -9.991 20.750 8.296
18 C -10.927 21.879 8.710
19 C -8.474 21.236 8.177
20 C -9.937 19.667 9.380
21 C -9.439 19.355 3.380
22 C -8.395 18.210 3.462
23 C -8.776 20.672 3.090
24 C -10.345 19.071 2.212
25 C -15.379 16.884 5.616
26 O -15.502 16.733 6.943
27 C -16.248 16.260 4.753
28 C -15.971 16.393 3.341
29 C -17.432 15.476 5.217
30 C -18.436 16.391 5.891
31 C -18.138 14.723 4.092
32 C -17.013 14.364 6.224
33 H -15.849 18.099 -0.463
34 H -16.372 19.052 0.982
35 H -16.845 17.360 0.776
36 H -14.614 16.008 -0.375
37 H -15.477 15.262 0.834
38 H -13.847 15.451 1.183
39 H -13.286 18.118 -0.050
40 H -12.725 17.583 1.662
41 H -13.571 19.184 1.406
42 H -13.627 18.795 3.401
43 H -12.005 18.493 3.831
44 H -8.726 20.228 5.919
45 H -10.718 22.790 8.199
46 H -10.669 22.139 9.777
47 H -11.972 21.624 8.660
48 H -8.464 22.016 7.401
49 H -7.771 20.470 7.814
50 H -8.065 21.657 9.104
51 H -10.905 19.565 9.799
52 H -9.221 19.954 10.143
53 H -9.669 18.741 8.796
54 H -7.768 18.246 4.411
55 H -7.744 18.097 2.599
56 H -8.970 17.340 3.527
57 H -8.036 20.915 3.826
58 H -9.422 21.541 2.978
59 H -8.318 20.435 2.051
60 H -10.578 17.962 2.065
61 H -9.755 19.217 1.327
62 H -11.223 19.742 2.217
63 H -16.527 15.842 2.593
64 H -18.870 17.097 5.148
65 H -17.861 16.897 6.684
66 H -19.307 15.850 6.390
67 H -18.701 15.425 3.539
68 H -18.941 14.040 4.587
69 H -17.510 14.124 3.447
70 H -16.615 14.790 7.139
71 H -16.177 13.720 5.757
72 H -17.884 13.764 6.446
73 C -16.535 22.484 6.438
74 C -16.654 20.977 6.693
75 N -16.624 20.008 5.829
76 O -16.579 20.490 4.539
77 C -16.578 20.467 8.128
78 C -17.424 21.056 9.210
79 N -15.837 19.442 8.375
80 O -15.639 18.993 9.612
81 H -15.634 22.695 5.891
82 H -16.414 23.051 7.347
83 H -17.329 22.754 5.784
84 H -16.601 19.633 3.999
85 H -18.241 21.592 8.697
86 H -16.851 21.724 9.897
87 H -17.660 20.234 9.867
88 O -11.912 15.630 6.492
89 S -11.496 15.778 7.859
90 N -12.333 16.501 8.827
91 C -17.234 13.444 10.641
92 N -15.837 13.152 10.598
93 C -15.333 13.212 11.942
94 N -15.649 14.440 12.667
95 C -17.091 14.699 12.676
96 N -17.659 14.662 11.337
97 C -17.196 15.799 10.523
98 P -15.321 15.779 10.194
99 C -15.173 14.068 9.622
100 C -14.878 15.539 11.957
101 H -17.722 12.587 11.141
102 H -17.703 13.547 9.666
103 H -14.211 13.132 11.863
104 H -15.757 12.420 12.577
105 H -17.283 15.646 13.071
106 H -17.524 13.945 13.283
107 H -17.317 16.789 10.944
108 H -17.713 15.734 9.546
109 H -14.113 13.777 9.361
110 H -15.636 13.940 8.690
111 H -15.098 16.486 12.466
112 H -13.805 15.330 11.986

The HOMO energy is -7.8 eV. The net charge is 0.

---

net charge of number 2 (C38H58N3O5RuSSeSi3)?
+1